No. 1
{"formula": "C19H60N4O9", "method": "ωB97M-V with the def2-TZVPD basis set", "smiles": "COC[C@H](C)N.COC[C@H](C)N.COC[C@H](C)N.COC[C@H](C)N.CO.CO.CO.O.O", "homo_energy_ev": -9.26, "total_charge": 0, "orbital_gap_ev": 9.066, "lumo_energy_ha": -0.007, "relative_energy_kj_mol": 0.0, "species": ["C", "C", "C", "O", "C", "N", "H", "H", "H", "H", "H", "H", "H", "H", "H", "H", "H", "C", "C", "C", "O", "C", "N", "H", "H", "H", "H", "H", "H", "H", "H", "H", "H", "H", "C", "C", "C", "O", "C", "N", "H", "H", "H", "H", "H", "H", "H", "H", "H", "H", "H", "C", "C", "C", "O", "C", "N", "H", "H", "H", "H", "H", "H", "H", "H", "H", "H", "H", "O", "H", "H", "O", "H", "H", "C", "O", "H", "H", "H", "H", "C", "O", "H", "H", "H", "H", "C", "O", "H", "H", "H", "H"], "coordinates": [[-7.5445, 5.7837, -20.9709], [-7.7729, 6.7270, -22.1422], [-6.4773, 7.3258, -22.6600], [-5.8327, 7.9834, -21.6062], [-4.8469, 8.8999, -22.0303], [-8.4769, 6.0277, -23.2385], [-7.2445, 6.3435, -20.0845], [-6.8152, 4.9934, -21.1553], [-8.4780, 5.2799, -20.7010], [-8.4124, 7.5289, -21.7492], [-6.7515, 8.0439, -23.4475], [-5.8549, 6.5081, -23.0441], [-4.1342, 9.2066, -21.2684], [-5.4001, 9.7728, -22.3956], [-4.2611, 8.4490, -22.8421], [-8.3904, 6.5924, -24.0833], [-9.4707, 6.0521, -23.0333], [-3.1164, 18.4044, -22.4849], [-4.5698, 18.3683, -22.9025], [-5.3730, 17.2880, -22.1823], [-4.7230, 16.0511, -22.2737], [-5.3372, 15.0347, -21.5292], [-5.1484, 19.7163, -22.7634], [-2.9566, 18.5026, -21.4071], [-2.6008, 19.2676, -22.9118], [-2.5852, 17.5098, -22.8125], [-4.6577, 18.1627, -23.9733], [-6.3536, 17.2475, -22.6870], [-5.5589, 17.5669, -21.1358], [-5.5770, 15.3637, -20.5099], [-4.6702, 14.1778, -21.4761], [-6.2948, 14.7260, -21.9763], [-5.1151, 19.9891, -21.7810], [-6.1443, 19.6856, -22.9788], [-5.8590, 15.4110, -27.0666], [-4.9439, 14.6450, -26.1213], [-3.8480, 15.5165, -25.5596], [-3.0934, 16.0412, -26.6365], [-2.0387, 16.8647, -26.2117], [-5.6881, 14.0712, -24.9801], [-6.7469, 14.8381, -27.3476], [-5.3538, 15.6818, -27.9947], [-6.2195, 16.3417, -26.6154], [-4.4453, 13.8690, -26.7111], [-3.1956, 14.9721, -24.8637], [-4.2598, 16.3629, -24.9898], [-1.4512, 16.3814, -25.4187], [-2.3587, 17.8404, -25.8252], [-1.3842, 17.0220, -27.0679], [-6.4764, 13.5492, -25.3486], [-6.0867, 14.8715, -24.4907], [-1.0819, 10.0391, -22.6712], [-0.4149, 9.0704, -23.6600], [-1.4173, 8.0063, -24.0794], [-1.5211, 7.0480, -23.0396], [-2.3543, 5.9892, -23.4101], [0.1157, 9.8598, -24.7605], [-1.9450, 10.4561, -23.2158], [-0.4972, 10.9339, -22.4652], [-1.4394, 9.5681, -21.7603], [0.3561, 8.5629, -23.0752], [-1.1318, 7.5105, -25.0210], [-2.4125, 8.4311, -24.2910], [-2.0129, 5.4811, -24.3259], [-3.3947, 6.2598, -23.6488], [-2.3719, 5.2658, -22.5975], [0.4051, 9.2490, -25.5201], [-0.6047, 10.4632, -25.1430], [-1.4686, 13.4078, -23.5342], [-2.2577, 12.9011, -23.2842], [-1.4052, 13.3029, -24.4885], [-4.1905, 12.1535, -23.3997], [-4.6530, 11.4230, -23.8369], [-4.6242, 12.9685, -23.7307], [-5.4054, 9.7622, -26.1392], [-5.9934, 10.3901, -24.9922], [-4.6278, 9.0962, -25.7669], [-6.1310, 9.1305, -26.6550], [-4.9636, 10.5098, -26.7993], [-6.8037, 10.8266, -25.2700], [-7.6690, 11.8209, -22.0718], [-7.9845, 10.4920, -21.7408], [-7.1319, 11.9318, -23.0247], [-8.5550, 12.4629, -22.1174], [-6.9617, 12.2513, -21.3617], [-8.3125, 10.0389, -22.5209], [-4.1952, 11.7698, -19.7332], [-3.2081, 11.6670, -20.7299], [-4.7397, 12.7253, -19.7968], [-4.9802, 11.0080, -19.8248], [-3.7234, 11.7153, -18.7563], [-3.6051, 11.6231, -21.6126]], "forces_ev_per_angstrom": [[-0.3, -0.2, 0.4], [-0.4, -0.3, 0.4], [-0.5, 0.1, 0.3], [0.4, -0.3, 0.9], [-0.4, 0.0, -0.9], [0.2, 0.4, -0.2], [0.2, 0.0, -0.1], [0.1, 0.1, -0.2], [0.0, 0.1, -0.1], [0.3, 0.2, -0.1], [0.3, 0.0, -0.2], [0.1, 0.1, -0.3], [-0.3, -0.3, 0.4], [0.4, 0.2, -0.2], [0.0, 0.2, -0.1], [0.0, -0.2, 0.0], [0.0, -0.3, 0.0], [0.7, 0.0, -0.1], [-0.1, 0.5, -0.1], [-0.4, 0.3, -0.3], [0.3, 0.0, -0.1], [-0.5, -0.1, 0.2], [-0.4, -0.3, 0.6], [-0.4, -0.2, 0.1], [-0.2, 0.0, -0.2], [-0.1, 0.0, 0.1], [0.3, -0.1, 0.0], [-0.1, -0.1, 0.2], [0.1, 0.0, 0.1], [0.2, 0.0, 0.0], [0.1, 0.0, -0.1], [0.1, 0.0, -0.1], [0.1, 0.1, -0.1], [0.1, 0.0, -0.1], [-0.1, 0.4, -0.3], [-0.2, 0.0, -0.2], [0.4, 0.7, 0.1], [-0.2, -0.2, -0.1], [0.5, 0.0, 0.2], [0.2, 0.2, -0.2], [0.1, -0.2, 0.1], [0.1, 0.0, 0.1], [0.1, 0.0, 0.1], [-0.2, -0.3, 0.3], [-0.1, -0.1, -0.1], [-0.2, -0.2, 0.0], [0.0, 0.0, -0.1], [-0.3, -0.1, -0.1], [-0.1, 0.1, 0.0], [0.0, 0.0, 0.1], [0.0, -0.2, 0.2], [-0.6, 0.4, -0.9], [-0.6, 0.6, 1.1], [-0.1, -0.4, -0.1], [-0.2, 0.2, -0.4], [-0.3, -0.7, -0.3], [0.2, -0.5, -0.3], [-0.2, -0.1, 0.3], [0.4, -0.3, 0.2], [0.1, 0.0, 0.0], [0.4, -0.1, -0.6], [0.3, -0.1, 0.1], [0.0, 0.2, 0.1], [0.3, 0.0, 0.1], [0.1, 0.4, 0.3], [0.0, 0.0, 0.0], [0.1, 0.1, 0.1], [0.0, 0.0, 0.1], [-0.1, 0.0, 0.0], [0.1, 0.0, -0.1], [0.0, -0.1, 0.0], [0.2, 0.0, 0.2], [-0.1, 0.2, -0.1], [-0.1, -0.3, -0.2], [0.0, -0.2, 0.4], [0.0, -0.1, -0.1], [0.1, 0.1, 0.0], [0.0, 0.2, -0.2], [0.0, -0.1, -0.1], [0.0, 0.0, 0.0], [0.3, 0.7, -0.6], [0.2, -0.1, 0.2], [-0.2, -0.3, -0.1], [0.0, 0.0, 0.1], [-0.2, -0.3, 0.4], [0.0, 0.0, 0.0], [-0.7, 0.3, -0.4], [0.3, -0.2, 0.1], [0.2, 0.0, 0.1], [0.2, -0.2, 0.1], [0.1, -0.1, 0.0], [-0.2, 0.2, 0.1]]}

No. 2
{"formula": "C19H60N6O11", "method": "ωB97M-V with the def2-TZVPD basis set", "smiles": "NC(N)=O.NC(N)=O.NC(N)=O.CCO.CCO.CCO.CCO.CCO.CCO.CCO.CCO", "homo_energy_ev": -8.90, "total_charge": 0, "orbital_gap_ev": 8.857, "lumo_energy_ha": -0.001, "relative_energy_kj_mol": 82.5, "species": ["C", "C", "O", "H", "H", "H", "H", "H", "H", "C", "C", "O", "H", "H", "H", "H", "H", "H", "C", "C", "O", "H", "H", "H", "H", "H", "H", "C", "C", "O", "H", "H", "H", "H", "H", "H", "C", "C", "O", "H", "H", "H", "H", "H", "H", "C", "C", "O", "H", "H", "H", "H", "H", "H", "C", "C", "O", "H", "H", "H", "H", "H", "H", "C", "C", "O", "H", "H", "H", "H", "H", "H", "C", "O", "N", "N", "H", "H", "H", "H", "C", "O", "N", "N", "H", "H", "H", "H", "C", "O", "N", "N", "H", "H", "H", "H"], "coordinates": [[4.2558, 2.3021, 1.3801], [4.8792, 2.4960, 0.0297], [3.9476, 1.9861, -0.8941], [5.0495, 2.4420, 2.1140], [3.8745, 1.2960, 1.5546], [3.4106, 2.9558, 1.5952], [5.8219, 1.9544, -0.0497], [5.1375, 3.5492, -0.0803], [4.2440, 2.3371, -1.7371], [-4.1564, -0.7907, 2.7512], [-3.6310, 0.0956, 3.8908], [-2.4432, -0.5107, 4.4287], [-4.3663, -1.8199, 3.0425], [-3.4412, -0.8903, 1.9348], [-5.0857, -0.3436, 2.3984], [-4.3897, 0.1236, 4.6730], [-3.3877, 1.1055, 3.5607], [-2.5471, -0.5026, 5.3831], [4.8854, -1.2809, 0.9467], [4.5330, -1.4318, -0.4739], [3.5545, -2.3966, -0.6143], [4.0236, -0.9062, 1.4990], [5.6499, -0.5064, 1.0084], [5.1338, -2.2168, 1.4472], [5.4251, -1.8531, -0.9373], [4.1877, -0.4720, -0.8581], [2.7376, -1.9721, -0.3419], [1.8150, 5.0156, -0.4111], [1.1234, 5.8589, 0.6989], [1.1373, 5.0167, 1.9151], [2.0153, 5.5943, -1.3128], [1.3187, 4.1053, -0.7475], [2.8419, 4.7199, -0.1962], [0.0760, 6.0455, 0.4618], [1.6802, 6.7729, 0.9054], [0.6562, 4.1926, 1.8095], [-0.9564, 2.5753, -2.7908], [-2.2745, 2.1052, -2.1636], [-3.1676, 1.7820, -3.1771], [-0.7149, 1.8913, -3.6043], [-0.1258, 2.5121, -2.0877], [-1.0906, 3.5532, -3.2531], [-2.7774, 2.8803, -1.5854], [-2.2265, 1.2208, -1.5283], [-3.5334, 0.9324, -2.9204], [-0.8780, -5.8307, 0.0045], [0.1470, -4.6830, -0.0785], [-0.4759, -3.5070, -0.2593], [-1.7119, -5.6356, 0.6787], [-0.3318, -6.7206, 0.3171], [-1.3841, -6.1067, -0.9206], [0.8972, -4.8436, -0.8527], [0.7729, -4.7270, 0.8128], [0.2609, -2.8937, -0.2078], [0.8358, -1.5769, -3.6445], [0.7833, -3.0713, -3.3258], [0.7045, -3.8816, -4.5042], [0.7272, -0.9068, -2.7917], [0.0752, -1.3593, -4.3943], [1.7568, -1.3780, -4.1926], [-0.1975, -3.2556, -2.8874], [1.5852, -3.2403, -2.6071], [1.5708, -3.8546, -4.9170], [-3.4217, -2.0529, -1.5782], [-3.8590, -2.0647, -3.0804], [-4.3382, -0.7705, -3.4210], [-3.2423, -3.0777, -1.2531], [-4.2307, -1.6229, -0.9878], [-2.6100, -1.4132, -1.2316], [-4.6952, -2.7171, -3.3320], [-3.0490, -2.3131, -3.7662], [-4.3311, -0.7097, -4.3791], [-1.9763, 3.1297, 1.3445], [-0.8144, 2.9482, 1.6853], [-2.9964, 2.3223, 1.3306], [-2.4679, 4.2965, 0.9922], [-3.9239, 2.7015, 1.2034], [-2.9394, 1.3209, 1.4483], [-1.9974, 5.1279, 1.3199], [-3.4103, 4.3361, 0.6310], [0.5832, -2.4538, 3.1734], [1.5027, -3.2028, 2.9148], [-0.5652, -2.5159, 2.5174], [0.5268, -1.5328, 4.1689], [-0.6570, -3.0986, 1.6976], [-1.2446, -1.8763, 2.9039], [1.3031, -1.3983, 4.8009], [-0.2871, -0.9349, 4.1542], [0.8315, -0.0092, 0.2193], [1.2528, -1.0671, -0.0859], [-0.4334, 0.1494, 0.3345], [1.5201, 1.0818, 0.4594], [-0.9358, -0.7268, 0.3329], [-0.8057, 0.9637, 0.8019], [2.4074, 1.2079, -0.0063], [1.0671, 1.9203, 0.7938]], "forces_ev_per_angstrom": [[0.4, -0.3, 1.0], [0.0, -0.4, 1.2], [0.2, 0.7, -1.0], [-0.2, 0.2, 0.3], [0.3, -0.1, -0.3], [0.2, 0.4, -0.2], [0.1, -0.2, 0.0], [-0.3, 0.2, -0.5], [-0.4, -0.3, -0.5], [0.0, 0.5, 0.2], [0.1, -1.3, -0.2], [-0.2, 0.2, 0.0], [0.0, 0.1, 0.4], [0.1, 0.3, -0.2], [0.0, -0.1, -0.3], [-0.1, 0.3, 0.0], [-0.2, 0.0, 0.0], [0.3, -0.1, 0.1], [-0.2, 0.9, 1.5], [0.6, -0.7, -0.1], [-0.7, -1.1, -0.7], [-0.2, 0.1, 0.1], [0.4, -0.2, 0.4], [0.4, 0.0, -0.3], [0.0, 0.5, -0.8], [0.4, 0.1, -0.5], [-0.6, 0.0, 0.1], [0.5, 0.9, -0.6], [0.5, -3.3, 0.4], [0.7, 1.8, -0.2], [-0.6, 0.3, -0.3], [-0.5, 0.1, 0.4], [-0.1, 0.0, 0.9], [0.1, 0.4, -0.3], [-0.2, -0.2, 0.2], [-0.5, 0.0, -0.5], [-0.4, -0.7, 0.2], [0.2, 0.4, 0.1], [-0.8, -0.3, -1.0], [0.0, -0.1, 0.0], [0.0, 0.4, 0.1], [0.2, 0.1, 0.3], [0.5, 0.4, 0.4], [0.9, 0.1, 0.3], [-0.5, -0.3, -0.6], [0.4, -0.2, -0.3], [0.6, -3.8, 0.3], [-1.0, 2.5, 0.0], [0.3, 0.2, 0.5], [-0.2, -0.1, 0.2], [0.3, 0.3, -0.4], [-0.1, -0.4, -0.6], [-0.2, 0.3, 0.6], [0.0, 1.3, -0.2], [0.0, -0.3, -1.2], [-1.5, 1.1, 0.1], [0.9, 0.2, 0.4], [0.1, -0.2, 0.1], [-0.4, 0.1, 0.2], [0.4, 0.3, 0.3], [0.3, -0.1, 0.6], [0.1, -0.9, -0.2], [0.1, -0.1, -0.2], [-1.1, -0.3, -0.6], [0.5, 0.6, 0.6], [0.1, 0.7, 0.1], [0.1, 0.1, 0.1], [-0.6, -0.4, -0.1], [0.6, -0.1, -1.0], [0.2, -0.7, 0.7], [0.3, -0.2, 0.3], [-0.1, 0.2, -0.1], [1.0, 1.2, 0.6], [0.3, -1.0, -0.1], [-2.4, -4.5, 0.3], [0.1, 4.0, -0.8], [0.3, -0.5, 0.1], [0.2, 0.2, 0.0], [-0.1, 0.0, -0.4], [0.5, 0.6, 0.1], [1.0, -1.0, 0.2], [1.1, -0.1, 0.3], [-1.8, 0.6, -0.4], [0.4, 0.6, 0.7], [-0.3, 0.3, 0.0], [-0.7, -0.6, -0.9], [-0.3, 0.0, -0.3], [0.5, 0.2, 0.6], [0.6, 2.1, 0.6], [2.6, -4.6, -1.7], [-5.7, 0.2, 0.7], [2.3, 2.2, 0.3], [-0.3, 0.3, 0.2], [0.0, -0.1, -0.1], [0.0, 0.0, 0.2], [-0.1, -0.2, -0.2]]}

> Which formula does entry 1 have?

C19H60N4O9